No. 1
14
Properties=species:S:1:pos:R:3 method="wB97M-V/def2-TZVPD" lumo_ev=0.188 max_force_ev_per_a=1.45 relative_energy_kj_mol=143.4 energy_ha=-294.7601 orbital_gap_ev=7.4
C -2.236 0.018 -0.703
C -0.980 0.357 -0.438
C 0.126 0.254 -1.345
C 1.393 0.129 -0.905
C 1.763 -0.012 0.476
B 0.921 -0.141 1.602
O 0.289 -0.300 2.722
H -3.026 0.129 0.020
H -2.521 -0.384 -1.662
H -0.729 0.737 0.549
H -0.084 0.278 -2.405
H 2.200 0.092 -1.624
H 2.833 0.004 0.649
H 0.048 -1.161 3.064

=====

No. 2
13
Properties=species:S:1:pos:R:3 method="wB97M-V/def2-TZVPD" lumo_ev=0.648 max_force_ev_per_a=4.44 smiles="C#CBr.C=CC" relative_energy_kj_mol=278.7 energy_ha=-2768.5811 orbital_gap_ev=10.3
C -2.043 -1.063 -2.854
C -0.955 -0.639 -2.889
Br 0.742 -0.063 -3.117
H -2.850 -1.676 -2.472
C -0.758 0.420 -0.094
C 0.223 0.945 0.601
C 1.474 0.026 1.042
H -1.557 1.053 -0.492
H -0.980 -0.569 -0.444
H 0.417 2.008 0.742
H 2.076 0.757 1.649
H 1.949 -0.293 0.121
H 1.023 -0.806 1.628

=====

No. 3
13
Properties=species:S:1:pos:R:3 method="wB97M-V/def2-TZVPD" lumo_ev="-0.609 / -3.554" max_force_ev_per_a=4.20 relative_energy_kj_mol=397.4 energy_ha=-2768.5359 orbital_gap_ev="9.8 / 3.9"
C 0.134 2.164 -0.239
C 0.466 1.074 0.580
C 0.257 -1.604 0.612
C -0.374 -1.039 -0.679
C 0.142 -0.203 0.350
Br -3.530 0.065 0.034
H -0.122 3.149 0.195
H 0.159 2.062 -1.279
H 0.653 1.194 1.556
H -0.425 -2.131 1.214
H 1.193 -2.071 0.384
H 0.211 -1.133 -1.703
H -1.383 -1.199 -0.722

=====

No. 4
18
Properties=species:S:1:pos:R:3 method="wB97M-V/def2-TZVPD" lumo_ev="-0.575 / -0.575" max_force_ev_per_a=5.39 relative_energy_kj_mol=0.0 energy_ha=-5904.9744 orbital_gap_ev="8.5 / 8.5"
C -0.033 -1.973 2.341
C 0.403 -0.810 2.668
C -0.797 1.669 -0.657
C 1.285 1.114 -1.311
C 0.456 1.021 -0.011
N -0.282 -1.320 0.195
N -0.330 -2.240 0.973
N 0.271 -0.260 0.519
S 0.385 2.610 -1.750
Br 0.848 0.531 3.761
Br -0.366 -5.276 -0.115
H -0.191 -2.977 2.929
H -1.520 0.926 -1.079
H -1.569 2.324 -0.115
H 2.372 1.276 -0.932
H 0.972 0.308 -1.970
H 0.958 1.640 0.778
H -0.174 -4.116 0.519

=====

No. 5
15
Properties=species:S:1:pos:R:3 method="wB97M-V/def2-TZVPD" lumo_ev=0.674 max_force_ev_per_a=6.85 smiles=CCn1cncc1Br relative_energy_kj_mol=168.3 energy_ha=-2878.1512 orbital_gap_ev=9.4
C 1.199 0.083 -1.177
C -0.272 0.040 -0.869
N -0.551 -0.043 0.586
C -0.412 0.939 1.525
N -0.990 0.712 2.680
C -1.722 -0.516 2.668
C -1.590 -1.142 1.559
Br -2.325 -2.435 0.545
H 1.520 1.161 -1.060
H 1.301 0.019 -2.315
H 1.824 -0.513 -0.590
H -0.920 -0.686 -1.416
H -0.554 1.035 -1.131
H 0.325 1.743 1.299
H -2.113 -0.916 3.601

=====

No. 6
14
Properties=species:S:1:pos:R:3 method="wB97M-V/def2-TZVPD" lumo_ev=0.740 max_force_ev_per_a=3.07 smiles="O[C@H]1C=CC[C@@H]1Br" relative_energy_kj_mol=58.8 energy_ha=-2843.9164 orbital_gap_ev=10.3
O -0.306 2.123 -0.611
C 0.539 1.292 0.133
C -0.305 0.306 0.926
C -0.352 -0.882 0.350
C 0.464 -0.906 -0.867
C 1.371 0.373 -0.700
Br 2.965 -0.190 0.198
H -0.538 1.791 -1.514
H 1.221 1.803 0.907
H -0.657 0.512 1.921
H -1.001 -1.793 0.618
H 0.956 -1.797 -0.929
H -0.250 -1.021 -1.676
H 1.533 0.975 -1.614

=====

No. 7
14
Properties=species:S:1:pos:R:3 method="wB97M-V/def2-TZVPD" lumo_ev=0.213 max_force_ev_per_a=4.97 relative_energy_kj_mol=242.7 energy_ha=-2843.8463 orbital_gap_ev=9.3
C -0.672 1.130 -0.012
C 0.367 1.377 -1.140
C 1.246 0.415 -0.498
C -0.737 -0.403 -0.014
C -0.922 -1.258 1.218
O -0.848 1.840 0.916
Br -1.458 -1.270 -1.709
H -0.179 1.101 -2.001
H 0.773 2.490 -1.084
H 1.695 -0.322 -1.243
H 1.883 0.594 0.365
H -1.835 -1.021 1.801
H -0.091 -0.991 1.921
H -1.089 -2.265 0.898

=====

No. 8
14
Properties=species:S:1:pos:R:3 method="wB97M-V/def2-TZVPD" lumo_ev=0.636 max_force_ev_per_a=5.54 smiles="O[C@H]1C=CC[C@@H]1Br" relative_energy_kj_mol=80.6 energy_ha=-2843.9081 orbital_gap_ev=10.2
O -1.063 -1.710 0.917
C -0.819 -0.438 0.626
C 0.531 0.195 1.202
C 1.346 0.782 0.297
C 0.706 0.783 -1.077
C -0.352 -0.341 -1.009
Br -1.938 0.084 -2.132
H -1.462 -1.928 1.882
H -1.680 0.292 0.878
H 0.806 0.108 2.223
H 2.366 1.101 0.405
H 0.122 1.669 -1.030
H 1.372 0.752 -1.891
H 0.065 -1.350 -1.292